{
  "formula": "C31H29FN8O8STi",
  "method": "ωB97M-V/def2-TZVPD",
  "symbols": ["Ti", "N", "C", "S", "N", "N", "C", "C", "C", "C", "C", "C", "N", "H", "H", "H", "H", "H", "H", "H", "O", "C", "C", "C", "C", "C", "C", "C", "O", "N", "N", "C", "C", "C", "C", "C", "C", "C", "O", "H", "H", "H", "H", "H", "H", "H", "H", "H", "H", "F", "C", "C", "N", "C", "C", "O", "O", "C", "O", "N", "C", "O", "H", "H", "H", "H", "C", "C", "C", "O", "C", "H", "H", "H", "H", "H", "H", "H", "H"],
  "xyz": [[0.630, 0.545, 0.279], [1.076, 4.967, 0.476], [1.410, 3.669, 0.304], [1.971, 2.734, 1.619], [1.318, 3.255, -0.963], [1.420, 1.895, -1.087], [1.805, 1.420, -2.206], [1.780, -0.031, -2.417], [2.291, -0.593, -3.566], [2.278, -1.969, -3.707], [1.777, -2.747, -2.678], [1.279, -2.114, -1.558], [1.254, -0.784, -1.438], [1.354, 5.408, 1.332], [0.962, 5.543, -0.345], [2.106, 2.088, -2.998], [2.694, 0.052, -4.337], [2.665, -2.431, -4.607], [1.767, -3.829, -2.738], [0.882, -2.674, -0.725], [3.376, -3.569, 2.609], [4.260, -2.948, 1.807], [5.525, -3.518, 1.686], [6.477, -2.937, 0.873], [6.195, -1.772, 0.157], [4.946, -1.198, 0.278], [3.965, -1.771, 1.096], [2.661, -1.105, 1.205], [2.464, 0.019, 0.579], [1.717, -1.635, 1.939], [0.587, -0.815, 1.870], [-0.324, -0.976, 2.763], [-1.461, -0.105, 2.897], [-2.494, -0.422, 3.791], [-3.518, 0.462, 4.020], [-3.495, 1.711, 3.379], [-2.481, 2.048, 2.513], [-1.474, 1.132, 2.231], [-0.498, 1.438, 1.398], [2.551, -3.033, 2.621], [5.738, -4.417, 2.253], [7.458, -3.394, 0.797], [6.949, -1.318, -0.474], [4.699, -0.283, -0.245], [-0.186, -1.776, 3.480], [-2.470, -1.384, 4.298], [-4.322, 0.209, 4.700], [-4.287, 2.427, 3.571], [-2.442, 3.017, 2.031], [-1.366, 5.996, -2.336], [-2.186, 5.097, -1.779], [-2.143, 3.824, -2.135], [-2.976, 2.865, -1.571], [-2.893, 1.468, -2.024], [-1.456, 0.979, -2.052], [-0.885, 0.925, -3.126], [-0.973, 0.603, -0.883], [-3.881, 3.193, -0.575], [-4.628, 2.395, -0.040], [-3.880, 4.537, -0.239], [-3.108, 5.578, -0.773], [-3.245, 6.724, -0.409], [-1.445, 3.479, -2.886], [-3.298, 1.385, -3.028], [-3.482, 0.882, -1.332], [-4.549, 4.802, 0.464], [-2.701, -3.621, -1.103], [-1.764, -4.383, -0.149], [-1.399, -3.316, 0.864], [-1.285, -2.118, 0.103], [-2.276, -2.150, -0.939], [-3.741, -3.755, -0.808], [-2.598, -3.955, -2.134], [-0.868, -4.720, -0.673], [-2.240, -5.247, 0.314], [-0.446, -3.492, 1.364], [-2.186, -3.211, 1.622], [-1.821, -1.743, -1.839], [-3.117, -1.515, -0.658]],
  "e_tot_ha": -3586.4005,
  "lumo_ev": -0.8807,
  "homo_lumo_gap_ev": 6.857
}